Arrangement P

Here is 2 unconnected molecules or ions with the total composition C3H5IO from the Open Molecules 2025 dataset. Energies are from the ωB97M-V functional and the def2-TZVPD basis.

Properties
Structure (SMILES) ... C=CC=O.I
Molecular weight ... 183.98 g/mol

ORCA input file:
```
! wB97M-V def2-TZVPD RIJCOSX def2/J DEFGRID3
* xyz 0 1
C -1.33 0.20 2.07
C -0.35 0.55 -0.14
C -1.40 0.04 0.75
H -2.22 -0.49 0.28
H -2.08 -0.16 2.74
I 4.55 -1.57 -3.55
H -0.49 0.73 2.50
H 3.21 -0.77 -3.65
O 0.53 1.31 0.18
H -0.42 0.16 -1.18
*
```

Löwdin population analysis, charges in e, atoms 1 to 2: C 0.0544; C -0.3006

***

Arrangement Q

Here is a single C3H5IO molecule from the Open Molecules 2025 dataset. Energies are from the ωB97M-V functional and the def2-TZVPD basis.

Properties
Molecular weight ... 183.98 g/mol

ORCA input file:
```
! wB97M-V def2-TZVPD RIJCOSX def2/J DEFGRID3
* xyz 0 1
H -0.49 1.20 0.36
I 3.80 0.09 0.03
C -0.65 0.06 0.19
C 0.71 -0.54 0.33
H 1.19 -0.23 1.38
H 1.83 -0.01 -1.69
O 1.08 -1.76 -0.20
H -1.45 -0.28 0.80
H -1.13 -0.11 -0.84
C 1.89 0.02 -0.59
*
```

Löwdin population analysis, charges in e, atoms 1 to 2: H 0.1113; I 0.9373

***

Ranking the structures above from most stable to least stable yields arrangement P, arrangement Q.